1.
Below is a 2-piece molecular cluster, C7H17NSi overall, with properties calculated with the ωB97M-V functional and the def2-TZVPD basis.

Summary:
energy above the lowest of the compared OMol25 structures with the same formula, charge and spin = 89.4 kcal/mol
total charge = 0
SMILES = CN=[Si](C)C.C=C(C)C
HOMO-LUMO gap = 0.3077 Eh

Atoms and positions in Å:
C1 -1.257 -2.721 0.980
C2 2.523 -0.908 -0.066
C3 2.525 1.253 1.233
C4 2.661 1.281 -1.257
C5 -1.451 1.311 0.091
C6 -3.978 0.310 -0.811
C7 2.543 0.579 0.061
N1 -2.066 -1.851 0.237
Si1 -2.467 -0.276 -0.034
H1 -0.404 -3.088 0.399
H2 -0.952 -2.170 1.878
H3 2.716 -1.194 -1.074
H4 3.527 -1.140 0.421
H5 1.749 -1.424 0.433
H6 2.523 0.856 2.176
H7 2.199 2.219 1.308
H8 -2.015 -3.527 1.322
H9 3.098 2.188 -0.920
H10 3.279 0.730 -1.940
H11 1.759 1.418 -1.686
H12 -0.780 1.321 -0.767
H13 -2.194 2.031 0.070
H14 -0.629 1.234 0.883
H15 -3.734 0.549 -1.831
H16 -4.921 -0.229 -0.921
H17 -4.254 1.247 -0.183

---

2.
Below is C3H2Li2O3 as an isolated structure, with properties calculated with the ωB97M-V functional and the def2-TZVPD basis.

Summary:
energy above the lowest of the compared OMol25 structures with the same formula, charge and spin = 100.0 kcal/mol
total charge = +1
spin multiplicity = 2
⟨S²⟩ = 0.78
HOMO-LUMO gap (alpha / beta) = 0.2581 / 0.2683 Eh

Atoms and positions in Å:
C1 0.199 1.271 0.533
C2 -0.470 0.256 1.003
Li1 -0.457 0.617 -1.907
O1 0.570 1.688 -0.602
H1 -1.034 0.026 1.897
Li2 2.047 2.727 -0.978
O2 -1.000 -0.657 -0.447
C3 -0.694 -1.911 -0.551
O3 0.256 -2.351 0.196
H2 0.583 -1.666 0.855

---

3.
Below is an isolated molecule of C5H9N, with properties calculated with the ωB97M-V functional and the def2-TZVPD basis.

Summary:
energy above the lowest of the compared OMol25 structures with the same formula, charge and spin = 81.6 kcal/mol
total charge = 0
HOMO-LUMO gap = 0.2842 Eh

Atoms and positions in Å:
C1 1.569 0.234 0.742
C2 1.038 1.292 -0.175
C3 0.085 0.440 0.617
N1 -0.764 -0.485 -0.140
C4 -1.327 -1.522 0.480
C5 -0.956 -0.164 -1.432
H1 2.018 -0.651 0.302
H2 2.019 0.571 1.671
H3 1.117 2.344 0.074
H4 1.124 1.077 -1.235
H5 -0.427 0.831 1.494
H6 -0.882 -1.953 1.371
H7 -2.169 -1.985 -0.022
H8 -1.043 0.890 -1.682
H9 -1.402 -0.918 -2.065

---

4.
Below is C22H41Br21ClN3O5P as an isolated structure, with properties calculated with the ωB97M-V functional and the def2-TZVPD basis.

Summary:
total charge = +1
HOMO-LUMO gap = 0.3279 Eh

Atoms and positions in Å:
C1 1.743 1.912 0.849
C2 1.554 1.911 2.380
C3 1.610 0.471 2.957
C4 0.306 2.692 2.870
C5 -0.923 2.721 1.943
C6 -2.013 3.632 2.528
C7 -1.420 1.268 1.719
O1 -2.681 1.364 1.018
N1 -3.298 0.178 0.532
C8 -2.421 -1.034 0.622
C9 -4.537 -0.120 1.413
C10 -4.877 0.961 2.447
C11 -5.494 2.294 1.990
C12 -7.041 2.261 1.923
O2 -7.561 3.240 1.033
C13 -5.685 -0.571 0.517
O3 -6.127 0.447 -0.340
C14 -5.150 1.092 -1.124
N2 -5.541 0.984 -2.512
C15 -3.676 0.542 -0.930
Cl1 -3.385 -0.833 -2.025
P1 -2.547 1.933 -1.529
N3 -2.875 3.329 -0.944
O4 -2.671 1.811 -3.148
O5 -1.089 1.291 -1.194
H1 2.817 1.830 0.623
H2 1.267 1.051 0.361
H3 1.387 2.835 0.375
H4 2.422 2.447 2.792
H5 2.558 0.321 3.486
H6 0.810 0.286 3.691
H7 1.529 -0.300 2.181
H8 0.591 3.742 3.038
H9 -0.022 2.306 3.847
H10 -0.660 3.121 0.954
H11 -2.794 3.842 1.790
H12 -1.557 4.601 2.780
H13 -2.443 3.232 3.454
H14 -1.567 0.779 2.698
H15 -0.666 0.720 1.151
H16 -3.038 -1.903 0.359
H17 -1.553 -0.940 -0.026
H18 -2.123 -1.158 1.668
H19 -4.275 -1.011 2.005
H20 -4.016 1.136 3.103
H21 -5.623 0.467 3.096
H22 -5.230 3.041 2.753
H23 -5.056 2.676 1.061
H24 -7.404 1.263 1.643
H25 -7.432 2.551 2.902
H26 -7.132 3.131 0.191
H27 -6.510 -0.894 1.164
H28 -5.379 -1.467 -0.055
H29 -5.134 2.162 -0.869
H30 -5.686 1.891 -2.928
H31 -6.400 0.453 -2.566
H32 -3.117 4.035 -1.627
H33 -2.508 2.674 -3.525
H34 -0.487 1.417 -1.927
C16 5.689 -0.615 4.443
Br1 4.214 -0.874 5.656
Br2 5.962 -2.157 3.330
Br3 5.469 0.983 3.383
H35 6.576 -0.476 5.043
C17 -5.023 -5.393 -1.704
Br4 -3.238 -5.768 -1.092
Br5 -5.608 -3.654 -1.096
Br6 -5.167 -5.548 -3.610
H36 -5.683 -6.126 -1.261
C18 7.076 1.483 -0.406
Br7 6.688 -0.397 -0.295
Br8 8.294 1.889 -1.835
Br9 5.462 2.531 -0.535
H37 7.560 1.764 0.519
C19 -0.388 -8.460 -1.304
Br10 0.131 -9.957 -0.216
Br11 0.814 -6.969 -1.070
Br12 -0.554 -8.944 -3.157
H38 -1.365 -8.144 -0.969
C20 8.305 -1.230 -4.359
Br13 9.850 -1.390 -5.497
Br14 7.005 -0.010 -5.081
Br15 7.527 -2.950 -3.992
H39 8.638 -0.820 -3.415
C21 11.419 2.117 -6.878
Br16 11.235 2.652 -8.715
Br17 13.034 2.806 -6.093
Br18 9.868 2.596 -5.845
H40 11.488 1.038 -6.862
C22 4.995 -4.949 0.051
Br19 4.721 -4.379 -1.762
Br20 6.662 -4.287 0.752
Br21 3.520 -4.450 1.184
H41 5.053 -6.028 0.051

---

5.
Below is C3HO2Y as an isolated structure, with properties calculated with the ωB97M-V functional and the def2-TZVPD basis.

Summary:
energy above the lowest of the compared OMol25 structures with the same formula, charge and spin = 0.0 kcal/mol
total charge = +2
HOMO-LUMO gap = 0.2521 Eh

Atoms and positions in Å:
H1 -1.655 1.895 -0.235
C1 0.188 1.320 -0.869
C2 -0.911 1.085 -0.209
O1 1.160 1.346 -1.532
Y1 -1.123 -0.650 1.286
O2 0.703 -2.211 0.925
C3 1.638 -2.786 0.632

---

6.
Below is C11H11F9N8O7S3V as an isolated structure, with properties calculated with the ωB97M-V functional and the def2-TZVPD basis.

Summary:
energy above the lowest of the compared OMol25 structures with the same formula, charge and spin = 41.5 kcal/mol
total charge = +3
HOMO-LUMO gap (alpha / beta) = 0.1889 / 0.1889 Eh

Atoms and positions in Å:
V1 -0.364 -0.166 -0.752
N1 -0.490 -3.537 -0.550
C1 0.481 -2.829 0.029
N2 1.659 -3.302 0.231
C2 2.507 -2.573 0.992
N3 3.768 -2.862 1.033
N4 2.017 -1.613 1.844
C3 0.869 -1.117 1.660
N5 0.162 -1.460 0.380
C4 0.116 -0.325 2.615
C5 0.711 0.092 3.801
C6 -0.093 0.751 4.722
C7 -1.428 0.947 4.426
C8 -1.928 0.494 3.195
N6 -1.168 -0.119 2.310
H1 -0.281 -4.509 -0.754
H2 -1.451 -3.331 -0.310
H3 4.140 -3.611 0.461
H4 4.389 -2.374 1.668
H5 1.757 -0.106 3.993
H6 0.322 1.096 5.660
H7 -2.092 1.441 5.122
H8 -2.972 0.635 2.940
F1 -0.488 4.607 -1.305
C9 0.422 3.900 -0.695
F2 1.232 4.627 0.010
F3 1.068 3.114 -1.538
S1 -0.499 2.745 0.539
O1 0.090 1.347 0.200
O2 -0.267 3.116 1.876
N7 -2.020 2.694 0.103
S2 -2.377 1.590 -0.933
O3 -2.232 0.204 -0.319
O4 -1.483 1.496 -2.083
C10 -4.223 1.883 -1.346
F4 -4.302 3.056 -1.885
F5 -4.867 1.786 -0.221
F6 -4.522 0.917 -2.180
N8 -1.205 -1.314 -2.274
H9 -1.329 -0.702 -3.085
H10 -2.120 -1.701 -2.045
H11 -0.588 -2.078 -2.565
F7 1.607 0.195 -4.639
C11 2.696 0.108 -3.902
F8 3.657 -0.509 -4.524
F9 3.064 1.278 -3.449
S3 2.242 -0.946 -2.403
O5 3.235 -0.865 -1.398
O6 0.969 -0.006 -1.872
O7 1.613 -2.165 -2.782

---

7.
Below is a 4-piece molecular cluster, C23H22ClO7P overall, with properties calculated with the ωB97M-V functional and the def2-TZVPD basis.

Summary:
total charge = 0
SMILES = O=C1C=CC(=O)C=C1.O=C1C=CC(=O)C=C1.O=C1C=CC(=O)C=C1.O=CCPCCCCl
HOMO-LUMO gap = 0.2610 Eh

Atoms and positions in Å:
O1 1.991 -1.515 -1.301
C1 1.163 -0.819 -0.763
C2 0.300 0.204 -1.452
P1 0.038 0.033 -3.289
C3 1.591 0.825 -3.932
C4 1.369 2.279 -4.347
C5 2.489 2.916 -5.153
Cl1 3.040 1.928 -6.547
H1 0.995 -0.903 0.327
H2 0.772 1.181 -1.297
H3 -0.664 0.237 -0.937
H4 0.509 -1.295 -3.384
H5 2.366 0.768 -3.164
H6 1.948 0.239 -4.780
H7 0.427 2.375 -4.892
H8 1.273 2.886 -3.442
H9 3.372 3.095 -4.541
H10 2.164 3.861 -5.579
C6 3.710 2.903 -0.300
C7 4.633 3.055 0.645
C8 4.373 3.886 1.849
O2 5.213 4.027 2.710
C9 3.041 4.538 1.959
C10 2.118 4.384 1.015
C11 2.382 3.554 -0.186
O3 1.535 3.405 -1.044
H11 3.871 2.301 -1.186
H12 5.609 2.590 0.592
H13 2.878 5.135 2.847
H14 1.140 4.844 1.068
C12 -0.136 -3.367 3.688
C13 -0.109 -4.679 3.904
C14 -0.317 -5.647 2.793
O4 -0.295 -6.841 2.995
C15 -0.554 -5.093 1.436
C16 -0.583 -3.781 1.220
C17 -0.376 -2.820 2.330
O5 -0.413 -1.620 2.139
H15 0.013 -2.639 4.475
H16 0.063 -5.110 4.882
H17 -0.704 -5.819 0.647
H18 -0.771 -3.352 0.245
C18 -4.658 -0.639 2.802
C19 -3.857 -1.403 2.066
C20 -4.239 -1.824 0.695
O6 -3.504 -2.519 0.025
C21 -5.549 -1.361 0.172
C22 -6.351 -0.598 0.908
C23 -5.970 -0.176 2.282
O7 -6.702 0.521 2.950
H19 -4.402 -0.314 3.803
H20 -2.892 -1.745 2.411
H21 -5.800 -1.681 -0.831
H22 -7.312 -0.245 0.555

---

8.
Below is an isolated ion of composition C4H6N5O and charge +1, with properties calculated with the ωB97M-V functional and the def2-TZVPD basis.

Summary:
energy above the lowest of the compared OMol25 structures with the same formula, charge and spin = 142.7 kcal/mol
total charge = +1
SMILES = C=[NH+]/C=C(\[O-])N/N=N\C#[NH+]
HOMO-LUMO gap = 0.2566 Eh

Atoms and positions in Å:
C1 1.100 -1.487 -0.570
C2 -1.510 -0.217 -0.180
C3 0.960 2.226 0.717
C4 -0.452 0.380 0.498
N1 0.448 -2.473 -0.263
N2 -0.789 -2.688 -0.070
N3 -1.577 -1.700 -0.016
N4 -0.084 1.651 0.272
N5 1.919 -0.980 -1.283
O1 -2.357 0.273 -0.856
H1 1.162 3.256 0.587
H2 1.623 1.655 1.318
H3 0.186 -0.031 1.239
H4 -2.525 -2.046 0.230
H5 -0.636 2.415 -0.320
H6 2.531 -0.234 -1.303

---

9.
Below is C13H25Cl3OReSi as an isolated structure, with properties calculated with the ωB97M-V functional and the def2-TZVPD basis.

Summary:
energy above the lowest of the compared OMol25 structures with the same formula, charge and spin = 0.0 kcal/mol
total charge = -2
spin multiplicity = 4
⟨S²⟩ = 3.76
HOMO-LUMO gap (alpha / beta) = 0.0908 / 0.2322 Eh

Atoms and positions in Å:
C1 -1.333 -1.036 -1.900
C2 -1.498 0.365 -2.240
C3 -2.162 1.015 -1.125
C4 -0.999 1.053 -3.466
C5 -2.392 0.012 -0.108
C6 -1.905 -1.240 -0.607
C7 -2.008 -2.542 0.128
C8 -0.690 -2.105 -2.720
C9 -2.462 2.467 -0.988
C10 -3.037 0.222 1.219
Re1 -0.333 0.221 -0.486
Cl1 1.865 3.427 -2.327
Cl2 1.700 0.033 -1.624
Cl3 0.135 2.062 0.968
H1 -0.377 0.379 -4.063
H2 -0.396 1.938 -3.212
H3 -1.842 1.390 -4.084
H4 -1.641 3.071 -1.384
H5 -2.594 2.723 0.065
H6 -3.383 2.729 -1.530
H7 -2.655 1.122 1.704
H8 -2.832 -0.626 1.877
H9 -4.133 0.327 1.133
H10 -2.004 -2.386 1.215
H11 -1.195 -3.228 -0.144
H12 -2.954 -3.049 -0.116
H13 0.220 -1.747 -3.208
H14 -1.356 -2.472 -3.507
H15 -0.444 -2.969 -2.094
O1 1.104 -0.595 1.222
H16 1.046 -1.568 1.204
C11 2.829 1.640 2.601
Si1 2.604 -0.136 1.993
C12 3.988 -0.291 0.753
C13 2.428 -1.169 3.540
H17 3.009 2.350 1.778
H18 3.737 1.627 3.232
H19 1.990 1.999 3.210
H20 4.952 -0.297 1.286
H21 3.927 -1.189 0.128
H22 3.996 0.587 0.087
H23 3.190 -0.937 4.292
H24 1.443 -0.933 3.970
H25 2.462 -2.241 3.326

---

10.
Below is C31H40BN6O2S2Ti as an isolated structure, with properties calculated with the ωB97M-V functional and the def2-TZVPD basis.

Summary:
total charge = +1
spin multiplicity = 3
⟨S²⟩ = 2.01
HOMO-LUMO gap (alpha / beta) = 0.2934 / 0.2738 Eh

Atoms and positions in Å:
Ti1 -0.128 -0.107 0.647
C1 2.811 1.989 0.120
C2 3.038 0.554 0.463
C3 4.235 -0.152 0.599
C4 3.870 -1.429 1.000
C5 4.744 -2.596 1.312
N1 2.530 -1.466 1.086
N2 2.018 -0.252 0.748
B1 1.590 -2.575 1.646
N3 0.822 -1.989 2.845
N4 0.029 -0.893 2.681
C6 -0.474 -0.587 3.875
C7 -1.418 0.552 4.068
C8 0.004 -1.492 4.827
C9 0.822 -2.365 4.137
C10 1.602 -3.527 4.651
N5 0.559 -3.017 0.571
N6 -0.502 -2.223 0.248
C11 -1.235 -2.881 -0.645
C12 -2.472 -2.274 -1.220
C13 -0.653 -4.122 -0.907
C14 0.487 -4.167 -0.119
C15 1.492 -5.261 0.008
H1 3.611 2.368 -0.515
H2 2.782 2.599 1.025
H3 1.863 2.116 -0.404
H4 5.235 0.217 0.445
H5 5.778 -2.344 1.087
H6 4.467 -3.472 0.727
H7 4.679 -2.867 2.366
H8 2.246 -3.514 1.982
H9 -1.278 1.299 3.289
H10 -1.260 1.017 5.040
H11 -2.452 0.204 4.029
H12 -0.216 -1.507 5.881
H13 1.421 -3.638 5.718
H14 2.672 -3.389 4.497
H15 1.311 -4.454 4.155
H16 -2.862 -1.498 -0.559
H17 -3.251 -3.023 -1.354
H18 -2.267 -1.836 -2.200
H19 -1.014 -4.893 -1.565
H20 1.243 -6.063 -0.683
H21 1.510 -5.670 1.019
H22 2.496 -4.906 -0.225
O1 0.158 -0.091 -1.502
S1 -0.260 0.191 -2.923
C16 -1.325 1.645 -2.846
C17 -0.772 2.763 -1.978
C18 -1.872 3.742 -1.547
C19 -1.675 4.301 -0.144
S2 -2.120 3.212 1.249
O2 -0.984 1.410 0.824
C20 -3.739 2.652 0.787
C21 -3.930 1.453 0.113
C22 -5.217 1.059 -0.221
C23 -6.301 1.856 0.117
C24 -6.104 3.049 0.798
C25 -4.821 3.450 1.141
C26 1.190 0.899 -3.688
C27 2.405 0.748 -3.044
C28 3.552 1.240 -3.655
C29 3.472 1.861 -4.891
C30 2.247 1.984 -5.536
C31 1.096 1.494 -4.941
H23 -2.260 1.249 -2.437
H24 -1.526 1.940 -3.878
H25 0.024 3.287 -2.511
H26 -0.341 2.315 -1.085
H27 -2.854 3.268 -1.605
H28 -1.916 4.594 -2.230
H29 -2.280 5.197 0.005
H30 -0.634 4.564 0.051
H31 -3.070 0.845 -0.127
H32 -5.374 0.123 -0.742
H33 -7.303 1.543 -0.143
H34 -6.949 3.666 1.072
H35 -4.662 4.372 1.685
H36 2.448 0.250 -2.084
H37 4.509 1.129 -3.162
H38 4.368 2.242 -5.362
H39 2.189 2.456 -6.507
H40 0.146 1.572 -5.455